Record 1
Entry from OMol25: a cluster of 2 separate species, C2H3NO2 in total at a distorted geometry (ωB97M-V/def2-TZVPD).

Geometry as XYZ:
```
8
Properties=species:S:1:pos:R:3:forces:R:3:lowdin_charge:R:1
C 1.290 0.060 0.086 0.6114 -0.1627 0.8480 -0.183
C -0.043 0.390 0.413 -0.7005 -2.8291 -3.8690 -0.117
N 2.396 -0.199 -0.082 0.1519 0.0830 -0.1878 0.206
O -0.597 -1.651 -0.195 -0.6366 2.0532 6.6773 -0.153
O -0.643 1.182 -0.447 1.1406 0.2462 -0.5247 0.119
H -0.544 0.338 1.306 -0.1428 -0.6824 2.4932 0.119
H -0.423 -1.567 -1.056 1.1818 0.6556 -5.5724 -0.104
H -1.437 1.447 -0.024 -1.6060 0.6363 0.1356 0.114
```
Forces are in eV/Å.

Properties
Gap between HOMO and LUMO (spin up / spin down), eV: 9.00 / 8.65
Relative energy (zero: lowest compared OMol25 entry of this formula, charge and spin), kJ/mol: 412.78

***

Record 2
Entry from OMol25: a structure of composition C15H30Cl6O8 at a distorted geometry (ωB97M-V/def2-TZVPD).

Geometry as XYZ:
```
59
Properties=species:S:1:pos:R:3:forces:R:3:lowdin_charge:R:1
C -2.588 -1.086 1.549 -0.5810 -0.0263 2.2182 -1.121
Cl -4.133 -1.712 2.182 -0.1573 0.1224 -0.4141 0.517
Cl -1.404 -2.380 1.511 -0.4034 -1.2310 0.0626 0.586
H -2.665 -0.600 0.576 -0.6087 -0.9008 1.6296 -0.181
H -2.256 -0.369 2.300 -0.2569 -0.2160 -0.0928 -0.014
C -0.822 0.035 -0.966 -1.6020 -1.5573 2.0921 -0.739
Cl -2.555 -0.235 -1.128 -1.0285 -0.3263 -1.6820 0.765
Cl -0.377 0.080 0.787 -1.7185 -3.9035 -10.4467 0.773
H -0.256 -0.766 -1.441 -2.3775 0.1306 1.7974 0.022
H -0.652 0.992 -1.459 -0.0094 -0.3283 1.1798 0.019
C -0.238 3.213 -0.024 1.0529 0.8483 0.1985 -0.938
Cl -0.843 4.861 0.327 -0.1146 -0.6625 -0.3268 0.518
Cl 1.580 3.249 0.155 -0.9265 -0.2414 -0.2963 0.526
H -0.648 2.533 0.723 0.0861 0.7569 -0.6225 -0.022
H -0.424 2.901 -1.051 -0.1824 0.4058 0.2652 0.004
C 0.348 1.233 2.319 1.9587 3.2679 5.7047 -0.351
C -0.308 0.800 3.622 2.5745 -0.0488 0.0660 -0.221
O -1.305 1.687 3.966 -2.6119 0.0851 0.0347 0.044
C -1.127 2.895 4.519 4.3221 -0.8907 -0.0078 -0.630
O -0.053 3.392 4.828 -0.8469 -0.6591 -0.3607 0.117
O -2.263 3.423 4.672 -3.1689 1.5631 0.4863 0.043
C -2.364 4.723 5.278 0.1982 0.5503 -0.3691 -0.007
H 0.939 2.137 2.469 0.3581 -0.1444 0.2377 0.077
H -0.435 1.437 1.589 0.9213 2.1772 3.2293 -0.089
H 0.950 0.401 1.953 1.1273 1.0532 1.2771 0.037
H 0.360 0.708 4.478 0.5553 0.2067 -0.1445 0.136
H -0.604 -0.236 3.457 -1.2711 0.1705 0.3510 0.098
H -1.984 5.517 4.634 0.0818 -0.2942 -0.4760 0.096
H -1.760 4.836 6.178 -0.3651 -0.5416 0.2054 0.100
H -3.433 4.900 5.390 0.2380 -0.1854 0.3927 0.098
C 3.269 -0.507 -4.126 -0.0746 -0.7276 0.0766 -0.040
C 2.023 -1.069 -4.866 1.9098 0.3766 -0.6665 -0.182
O 0.951 -0.191 -4.910 -2.1998 1.2246 0.8804 0.059
C 0.224 0.183 -3.851 -0.5523 0.7518 -3.1937 -0.438
O 0.470 0.054 -2.685 -0.1932 4.8756 -6.5130 -0.001
O -0.852 0.801 -4.404 1.2809 -0.8134 0.5985 0.031
C -1.850 1.352 -3.565 -1.0127 0.2839 -0.6378 -0.075
H 4.027 -1.283 -4.234 0.1938 0.0264 0.1566 0.089
H 3.133 -0.325 -3.060 0.0361 0.0532 -0.6159 0.040
H 3.714 0.424 -4.478 -0.4728 -0.0524 -0.7376 0.085
H 1.684 -2.086 -4.665 0.2253 0.0772 0.9055 0.131
H 2.243 -1.088 -5.934 0.5425 -0.2456 0.0065 0.126
H -2.623 1.641 -4.278 0.1008 0.4246 0.0932 0.108
H -1.497 2.223 -3.014 0.0576 0.0349 -0.0357 0.096
H -2.347 0.632 -2.915 0.6801 0.3227 -0.6151 -0.028
O 0.922 -3.451 -2.349 -0.7310 -0.9329 -0.4119 0.118
C 1.326 -2.857 -1.401 1.9854 -0.6155 2.1423 -0.446
O 1.643 -3.449 -0.138 -0.3038 1.1833 -1.8418 -0.056
C 1.407 -4.820 0.188 -0.2602 0.3727 0.4842 -0.233
C 0.953 -4.843 1.644 -0.2372 -1.0711 0.0541 -0.086
C 1.683 -1.420 -1.456 2.0272 -1.4736 2.1654 -0.020
H 2.292 -5.437 0.035 0.2919 0.2772 -0.0460 0.118
H 0.626 -5.274 -0.423 -0.1352 0.3282 -0.1844 0.118
H 0.085 -4.200 1.789 0.1405 -0.3478 0.0026 -0.018
H 1.647 -4.682 2.469 0.5640 0.6339 -0.5639 0.076
H 0.694 -5.887 1.822 -0.6078 -0.1097 0.0836 0.075
H 2.520 -1.195 -2.118 -0.4884 -1.2216 0.1831 0.057
H 2.061 -0.977 -0.535 -0.5172 -0.2897 0.4448 0.104
H 0.892 -0.839 -1.931 2.5067 -2.5261 1.5970 -0.072
```
Forces are in eV/Å.

Properties
Gap between HOMO and LUMO, eV: 9.09

***

Record 3
Entry from OMol25: a cluster of 6 separate species, C21H52N2O6 in total at a distorted geometry (ωB97M-V/def2-TZVPD).

Geometry as XYZ:
```
81
Properties=species:S:1:pos:R:3:forces:R:3:lowdin_charge:R:1
C -1.602 -3.303 -2.173 -0.4187 -0.4559 -0.2356 -0.031
C -0.240 -3.717 -1.593 -0.9909 0.4721 0.9551 -0.495
C -0.384 -5.041 -0.833 -0.1572 -0.6200 -0.2383 -0.037
C 0.732 -3.897 -2.760 0.9176 0.0179 -1.1422 -0.131
C 1.425 -2.624 -3.264 0.3188 0.4007 0.7981 -0.176
C 1.903 -1.834 -2.053 0.7201 -0.0778 0.3988 -0.158
C 0.886 -1.491 -0.992 -1.0338 1.2156 0.2377 -0.509
C 1.629 -0.904 0.213 -0.2088 -0.4173 0.9219 -0.025
C -0.073 -0.405 -1.503 -1.5317 0.7725 -1.5604 -0.022
N 0.173 -2.696 -0.612 2.1809 -0.9810 -0.3971 -0.122
O -0.733 -2.530 0.443 -0.0706 0.1509 -0.3281 -0.023
H -2.078 -4.151 -2.678 0.0959 0.0325 -0.0607 0.086
H -2.289 -2.995 -1.386 0.1227 0.0900 0.0700 0.081
H -1.509 -2.498 -2.902 0.0650 0.0578 0.0453 0.078
H -1.260 -5.130 -0.187 -0.1940 0.4144 -0.2317 0.080
H -0.464 -5.832 -1.585 0.0046 -0.1123 0.1636 0.084
H 0.454 -5.273 -0.173 0.3130 0.2323 -0.3164 0.086
H 1.550 -4.617 -2.650 -0.2509 -0.1115 0.9418 0.121
H 0.167 -4.330 -3.590 -0.1911 0.0259 0.1197 0.119
H 2.392 -2.812 -3.737 -0.4202 -0.5631 -0.6310 0.114
H 0.806 -2.064 -3.964 -0.0550 0.1904 0.1769 0.091
H 2.463 -0.929 -2.312 -0.3907 0.1695 -0.2724 0.109
H 2.683 -2.420 -1.544 -0.1720 -0.2867 -0.1070 0.131
H 1.963 -1.679 0.913 0.2033 -0.1774 -0.3516 0.089
H 0.975 -0.282 0.829 0.0046 0.1688 -0.2405 0.060
H 2.500 -0.328 -0.094 -0.0873 0.1285 -0.0558 0.077
H -0.210 -0.399 -2.597 0.5629 -0.3084 -0.0229 0.070
H 0.125 0.651 -1.302 0.5943 -0.2174 0.4653 0.066
H -1.130 -0.530 -1.242 0.2689 -0.3309 0.7824 0.078
H -0.228 -2.848 1.201 -0.1378 0.0074 0.0361 0.095
C -3.627 -0.069 4.271 0.8159 -0.7795 0.6099 -0.008
C -2.389 -0.447 3.400 -0.0901 0.5925 -0.6448 -0.484
C -2.238 -1.959 3.314 0.3236 -0.9734 1.5020 -0.032
C -2.635 0.019 1.959 -1.7199 0.5102 -0.9308 -0.130
C -2.324 1.471 1.597 0.1570 0.6354 1.1215 -0.160
C -0.992 1.891 2.219 0.0223 0.2745 -1.5050 -0.149
C -0.784 1.552 3.684 -0.0093 -0.1393 0.5531 -0.522
C 0.719 1.709 3.975 -0.1560 0.4188 -0.8889 -0.029
C -1.582 2.495 4.592 -0.2847 0.5127 0.8045 -0.020
N -1.140 0.159 3.879 0.4726 -1.7563 -1.2287 -0.119
O -0.711 -0.437 5.089 -0.5417 1.2810 -0.0120 -0.005
H -3.247 0.232 5.251 -0.3460 0.4061 -0.0243 0.063
H -4.260 0.683 3.811 0.0735 0.2313 0.1605 0.080
H -4.221 -0.954 4.507 -0.1669 0.0400 -0.3228 0.078
H -3.191 -2.457 3.131 -0.0117 0.2253 -0.5569 0.092
H -1.458 -2.322 2.646 -0.3085 0.4521 -0.2785 0.060
H -1.937 -2.390 4.278 -0.0793 0.3620 0.0840 0.084
H -2.260 -0.668 1.200 0.6531 0.0616 0.2792 0.096
H -3.723 -0.065 1.826 0.0351 -0.2697 -0.0417 0.117
H -2.362 1.671 0.525 0.4401 -0.4314 -0.1181 0.112
H -3.051 2.220 1.944 -0.3665 -0.5960 0.4071 0.104
H -0.917 2.976 2.079 0.2756 -0.0056 0.2085 0.127
H -0.211 1.444 1.593 0.1928 -0.0352 0.3523 0.095
H 1.000 2.676 3.540 0.0515 0.1422 0.3995 0.079
H 1.276 0.984 3.380 -0.0218 -0.3068 0.3341 0.083
H 0.988 1.678 5.026 -0.0176 -0.1171 0.0269 0.082
H -0.989 3.345 4.943 0.0902 -0.0347 -0.1940 0.083
H -1.907 1.988 5.508 0.1499 -0.0426 -0.0014 0.068
H -2.500 2.920 4.181 0.0755 -0.2421 -0.3537 0.083
H -1.234 0.042 5.756 0.2331 -0.3555 0.3323 0.084
C 1.611 2.307 -3.459 0.4287 -0.7088 0.3325 -0.069
C 2.060 1.934 -4.866 -0.5351 0.2631 -0.1131 -0.466
C 1.496 0.579 -5.296 0.8850 -0.5065 0.5094 -0.051
O 1.480 2.859 -5.783 -0.2250 0.2281 -0.4545 -0.050
H 0.524 2.230 -3.414 0.0169 -0.0428 0.1944 0.092
H 1.930 3.274 -3.070 0.1667 0.2354 -0.6547 0.072
H 2.072 1.606 -2.751 -0.3988 -0.2258 -0.0387 0.069
H 3.155 1.925 -4.907 -0.0638 0.0523 -0.2130 0.140
H 1.897 0.262 -6.259 -0.1659 0.3350 -0.1983 0.082
H 0.409 0.577 -5.322 -0.0305 0.1628 -0.0211 0.088
H 1.832 -0.208 -4.612 -0.1720 0.1611 0.1670 0.052
H 2.059 3.557 -6.094 0.3216 -0.0832 0.3070 0.089
O 1.840 2.611 -0.097 0.1864 -0.0232 0.1128 -0.052
H 2.647 2.417 -0.591 -0.0787 0.1155 0.0472 0.053
H 2.142 2.768 0.805 -0.0818 -0.1119 -0.0468 0.050
O 4.245 4.853 0.248 0.0099 -0.0682 0.1590 -0.059
H 3.497 4.889 0.854 0.0154 0.1217 -0.1262 0.027
H 4.917 5.408 0.658 -0.0449 -0.0567 -0.0627 0.038
O 0.289 4.560 -1.590 0.0489 -0.0598 0.2960 -0.076
H 0.748 3.957 -0.978 -0.1260 0.1530 -0.1993 -0.009
H 0.427 4.157 -2.451 -0.1608 0.1108 0.0082 -0.013
```
Forces are in eV/Å.

Properties
Gap between HOMO and LUMO, eV: 8.22
Relative energy (zero: lowest compared OMol25 entry of this formula, charge and spin), kJ/mol: 88.81